Density functional theory data (ωB97M-V/def2-TZVPD) for a 2-piece molecular cluster, C2H9N2 overall at a distorted geometry.

CARTESIAN COORDINATES (ANGSTROEM)
N 2.012 0.641 0.058
N -1.070 -0.875 0.245
C -1.269 0.559 -0.096
C 1.537 -0.539 -0.213
H -1.376 -1.556 -0.424
H 2.067 0.805 1.050
H 1.163 -1.312 0.434
H -1.155 0.849 -1.195
H 1.401 -0.955 -1.155
H 2.313 1.246 -0.721
H -1.329 -1.217 1.153
H -2.369 0.810 0.219
H -0.695 1.241 0.627

## Properties
Kohn-Sham gap (alpha / beta): 6.16 / 6.87 eV
Net charge: +1
Spin multiplicity: 3
Energy relative to the best compared isomer or geometry (same formula, charge and spin): 26.1 kcal/mol
Strongest force on any atom: 0.0852 hartree/bohr

Density functional theory data (ωB97M-V/def2-TZVPD) for C5H39O16 as an isolated structure at a distorted geometry.

CARTESIAN COORDINATES (ANGSTROEM)
O 2.852 -1.989 -1.834
O -0.746 1.583 2.205
O 0.147 -0.784 3.187
O 3.331 -1.275 0.728
O 0.921 3.106 1.230
O -0.054 -0.493 -4.032
O 1.610 1.516 -2.852
O -0.413 3.351 -3.218
O 3.526 2.962 -1.524
O -3.456 -1.021 2.127
O 2.606 0.922 -0.371
O -0.029 -3.996 0.788
O -1.480 -2.804 3.665
O 1.716 -2.508 2.137
O -2.579 -3.363 1.372
O -0.997 4.393 -0.804
C -0.825 0.374 0.095
C -2.650 -0.196 -2.894
C -2.881 0.064 -1.635
C -1.628 1.225 1.089
C -1.849 -0.515 -0.580
H -1.752 -0.902 -3.107
H -0.418 4.414 -1.629
H 1.875 1.270 0.175
H -2.669 -1.430 2.506
H 2.593 -1.756 1.535
H -3.857 -1.762 1.533
H -1.735 -3.493 1.125
H -3.161 0.286 -3.685
H -0.023 -0.221 0.728
H -2.553 -3.091 2.351
H 0.806 -3.826 1.286
H -1.335 -1.326 -1.173
H 0.775 -0.547 -3.722
H -0.138 0.416 -4.090
H -2.429 -1.003 0.180
H -0.907 -3.484 3.146
H 2.778 -0.027 -0.023
H 3.394 2.150 -1.075
H 4.027 -1.258 1.303
H 0.739 2.220 1.542
H 2.302 -3.079 2.670
H 2.303 1.294 -3.475
H -3.630 0.760 -1.116
H -0.636 2.717 -2.510
H 1.949 1.361 -1.984
H 0.548 2.998 -3.362
H -0.541 3.857 -0.070
H -2.099 2.120 0.622
H 2.888 3.417 -1.045
H 3.042 -1.894 -0.850
H 0.321 -3.596 -0.109
H -0.827 -2.045 3.669
H -0.330 1.043 -0.600
H 0.811 3.940 1.404
H 0.632 -0.935 3.986
H -0.321 0.874 2.652
H 2.400 -1.196 -2.103
H 0.760 -1.361 2.660
H -2.243 0.578 1.775

## Properties
Kohn-Sham gap: 9.17 eV
Net charge: -1
Energy relative to the best compared isomer or geometry (same formula, charge and spin): 178.1 kcal/mol
Strongest force on any atom: 0.1622 hartree/bohr

Density functional theory data (ωB97M-V/def2-TZVPD) for a 3-piece molecular cluster, C34H63B2IN7O7P2S3 overall at a distorted geometry.

CARTESIAN COORDINATES (ANGSTROEM)
I -1.438 1.834 1.846
S 1.866 1.024 0.186
S 5.648 1.664 3.660
S 5.658 4.243 4.901
P -0.208 -6.853 -1.846
P -2.931 5.407 -2.546
O 0.819 -5.908 -1.304
O 2.470 -1.303 -2.004
O -2.812 5.736 -1.102
O 0.274 -0.438 3.078
O 0.164 -0.777 0.780
O -4.302 -0.453 1.516
O -2.856 -1.026 -0.274
N 3.386 3.153 3.815
N -0.813 -7.522 -0.387
N -1.432 -7.496 -2.891
N -4.625 5.508 -2.805
N 0.921 -7.935 -2.586
N -2.385 3.802 -2.573
N -2.453 5.641 -4.191
C 3.148 -1.516 -0.807
C 3.173 -2.567 -1.859
C -1.942 -1.297 2.114
C 3.698 -0.233 4.015
C 0.877 -9.378 -2.485
C -1.829 3.249 -1.332
C -2.883 6.922 -4.788
C -5.397 4.667 -3.694
C 1.672 4.341 6.956
C 3.074 4.100 2.775
C -5.246 6.778 -2.458
C 0.673 3.387 7.086
C 2.289 -1.840 0.424
C -1.219 -7.126 -4.315
C 4.405 0.573 2.924
C -1.492 -6.580 0.501
C 2.313 5.823 0.716
C 2.575 -1.135 3.492
C 2.559 4.268 5.899
C -2.812 -7.064 -2.567
C 2.304 -7.489 -2.689
C 0.598 2.367 6.156
C -2.982 2.742 -3.359
C 1.589 -0.415 2.565
C -0.980 5.578 -4.362
C 1.492 2.294 5.101
C 4.032 4.783 2.038
C 3.653 5.640 1.015
C -1.106 -8.917 -0.142
C 1.348 5.163 1.464
C 2.492 3.245 4.965
C 1.546 -0.633 0.996
C 4.777 3.091 4.162
C 1.729 4.313 2.481
B -0.608 -0.394 1.930
B -3.064 -0.906 1.113
H -1.983 -7.604 -4.929
H -0.141 -9.761 -2.537
H -2.595 7.789 -4.186
H -0.177 1.616 6.229
H 3.017 -2.047 3.084
H -4.642 0.181 0.877
H 1.590 -2.593 0.073
H 4.884 -0.101 2.211
H -3.149 -7.510 -1.633
H 3.733 1.225 2.375
H 4.023 -2.644 -2.525
H 4.401 6.158 0.431
H -3.962 6.941 -4.933
H -0.052 3.434 7.888
H -0.254 -7.480 -4.666
H -5.022 7.585 -3.171
H -1.610 -7.005 1.497
H -0.734 5.670 -5.420
H -1.526 -9.039 0.856
H -1.624 -2.324 1.884
H -5.053 4.681 -4.739
H 4.477 -0.840 4.485
H 1.725 5.146 7.677
H -2.911 -5.979 -2.492
H 4.074 -0.969 -0.632
H 3.061 -2.211 1.100
H 1.374 1.482 4.404
H -2.438 7.030 -5.777
H 2.841 -7.583 -1.737
H 2.417 -3.339 -1.787
H -6.440 4.984 -3.698
H 2.055 6.476 -0.108
H -1.232 2.362 -1.552
H -2.607 2.968 -0.621
H 1.416 -9.829 -3.325
H -4.905 7.106 -1.475
H 0.303 5.301 1.219
H -1.271 -6.045 -4.473
H -3.842 2.290 -2.849
H -0.201 -9.524 -0.155
H 1.991 -1.454 4.357
H 2.826 -8.092 -3.438
H -6.330 6.676 -2.400
H -0.593 4.622 -4.021
H 0.937 3.818 3.025
H 3.356 0.463 4.778
H -0.899 -5.671 0.613
H -2.486 -6.282 0.142
H 3.208 1.095 0.165
H -2.225 -0.371 -0.592
H -5.406 3.632 -3.356
H -1.167 3.961 -0.850
H 2.362 -6.455 -3.011
H -3.287 3.084 -4.347
H 1.868 0.641 2.648
H 3.312 5.037 5.818
H -3.493 -7.418 -3.340
H -2.250 1.946 -3.524
H -1.823 -9.361 -0.848
H 1.353 -9.740 -1.564
H -0.466 6.374 -3.813
H -2.299 -1.303 3.145
H 5.086 4.662 2.241

## Properties
Kohn-Sham gap: 6.80 eV
Net charge: -1
Strongest force on any atom: 0.1357 hartree/bohr

Density functional theory data (ωB97M-V/def2-TZVPD) for C2H4N2O2S as an isolated structure at a distorted geometry.

CARTESIAN COORDINATES (ANGSTROEM)
S -1.108 -0.333 -1.427
O 0.925 0.478 1.891
O 1.157 -2.490 -1.012
N 0.298 -0.423 -0.493
N -0.749 1.521 0.708
C 0.909 -1.579 -0.233
C 0.215 0.736 0.981
H 1.177 -1.536 0.905
H -0.993 2.067 1.469
H -1.243 1.378 -0.153
H -0.587 0.181 -2.637

## Properties
Kohn-Sham gap (alpha / beta): 4.83 / 5.83 eV
Spin multiplicity: 3
Energy relative to the best compared isomer or geometry (same formula, charge and spin): 35.6 kcal/mol
Strongest force on any atom: 0.1080 hartree/bohr

Density functional theory data (ωB97M-V/def2-TZVPD) for a 2-piece molecular cluster, C2H6NS overall at a distorted geometry.

CARTESIAN COORDINATES (ANGSTROEM)
S 0.089 -1.716 -1.787
N -0.643 1.043 0.178
C 0.414 1.066 1.081
C 0.325 1.547 2.323
H 1.225 1.771 2.879
H 1.352 0.976 0.536
H -1.104 -2.321 -1.931
H -0.646 1.846 2.709
H -1.537 1.390 0.486
H -0.771 0.276 -0.486

## Properties
Kohn-Sham gap (alpha / beta): 2.50 / 7.18 eV
Net charge: -2
Spin multiplicity: 2
Energy relative to the best compared isomer or geometry (same formula, charge and spin): 4.1 kcal/mol
Strongest force on any atom: 0.0246 hartree/bohr

Density functional theory data (ωB97M-V/def2-TZVPD) for an isolated ion of composition C3H5ClNOS and charge +1 at a distorted geometry.

CARTESIAN COORDINATES (ANGSTROEM)
Cl -3.974 0.524 -0.650
S -2.618 0.680 0.910
O -0.069 0.461 2.118
N 1.451 -0.110 -1.120
C -1.241 0.258 0.125
C 1.245 -0.462 0.226
C -0.019 0.131 0.952
H 1.508 0.844 -1.345
H -1.020 0.182 -0.902
H 1.968 -0.343 1.039
H 1.860 -0.642 -1.824
H 0.908 -1.523 0.471

## Properties
Kohn-Sham gap: 6.21 eV
Net charge: +1
Energy relative to the best compared isomer or geometry (same formula, charge and spin): 21.9 kcal/mol
Strongest force on any atom: 0.0657 hartree/bohr

Density functional theory data (ωB97M-V/def2-TZVPD) for C3H3O3P in the gas phase at a distorted geometry.

CARTESIAN COORDINATES (ANGSTROEM)
P -1.924 -0.427 -0.353
O 0.897 -0.813 0.618
O 0.183 -2.881 0.607
O -1.080 0.357 -1.530
C 0.730 0.575 0.188
C 0.076 -1.734 0.387
C -0.652 0.869 -0.297
H 1.111 1.373 0.905
H 1.650 0.816 -0.516
H -0.991 1.866 -0.008

## Properties
Kohn-Sham gap: 8.47 eV
Energy relative to the best compared isomer or geometry (same formula, charge and spin): 74.6 kcal/mol
Strongest force on any atom: 0.0964 hartree/bohr

Density functional theory data (ωB97M-V/def2-TZVPD) for a 2-piece molecular cluster, C6H14N2O2 overall at a distorted geometry.

CARTESIAN COORDINATES (ANGSTROEM)
O 0.071 -1.078 0.512
O -0.007 3.637 0.639
N -1.182 -2.189 -1.154
N 1.273 1.747 0.920
C 1.240 1.911 2.337
C -0.737 -1.227 -2.160
C 0.443 2.638 0.154
C 0.344 2.471 -1.296
C -0.573 -2.103 0.196
C -0.842 -3.255 1.029
H -1.679 -2.867 -1.618
H 0.212 2.194 2.864
H 1.303 0.803 0.704
H 1.037 3.214 -1.807
H -0.803 -1.558 -3.260
H -1.662 -3.202 1.839
H 0.305 -0.997 -1.891
H 0.167 -3.521 1.520
H 2.039 2.645 2.662
H -1.298 -0.197 -2.129
H -1.058 -4.202 0.375
H 1.419 1.007 2.930
H -0.701 2.660 -1.759
H 0.690 1.469 -1.608

## Properties
SMILES: CNC(C)=O.CNC(C)=O
Kohn-Sham gap: 9.81 eV
Energy relative to the best compared isomer or geometry (same formula, charge and spin): 54.2 kcal/mol
Strongest force on any atom: 0.0912 hartree/bohr

Density functional theory data (ωB97M-V/def2-TZVPD) for C31H28Cl3N8O4SeTi as an isolated structure.

CARTESIAN COORDINATES (ANGSTROEM)
Se 4.138 0.872 1.119
Ti -0.512 0.521 -0.021
Cl 0.748 2.371 -5.031
Cl 1.276 4.725 -3.359
Cl -1.475 3.931 -3.958
O -0.646 -1.758 -2.993
O -1.204 0.546 1.561
O 1.499 0.313 2.164
O 0.054 -3.471 -1.056
N 0.151 1.866 -1.563
N 1.998 -0.553 -1.867
N -2.390 0.585 -1.125
N 1.363 0.289 0.769
N 5.100 0.458 -0.298
N 0.248 -1.736 2.095
N -0.629 -1.298 -0.698
N 2.638 0.256 0.246
C 3.855 -0.913 -3.407
C -4.392 0.388 -3.031
C 2.469 -0.946 -3.024
C -1.750 0.714 2.839
C 0.177 3.390 -3.706
C -4.500 1.281 -1.978
C -2.315 -0.310 -2.127
C 2.774 -2.876 2.257
C -2.121 -0.438 3.556
C 4.793 -0.437 -2.553
C 1.929 -3.123 1.093
C 1.312 -0.963 2.812
C 0.162 2.531 -2.497
C -2.880 -2.138 1.789
C -2.740 1.062 5.360
C 0.055 3.259 2.054
C 2.932 -0.114 -1.001
C -3.475 1.366 -1.048
C -1.808 2.017 3.334
C 0.023 -2.503 -0.355
C 4.336 0.001 -1.265
C -2.332 2.155 4.619
C -2.627 -0.215 4.836
C -3.268 -0.430 -3.114
C -1.364 3.276 2.610
C 2.542 -1.800 3.009
C -0.682 -2.513 3.051
C -2.077 -1.884 3.066
C 0.756 -2.510 0.955
C -2.333 3.732 1.525
C -1.127 -1.218 -2.044
H -2.570 -2.454 3.860
H 4.118 -1.276 -4.390
H -0.212 -2.490 4.032
H 2.283 -3.737 0.275
H -3.141 -1.164 -3.897
H 5.847 -0.387 -2.791
H 0.368 4.272 1.802
H -5.178 0.314 -3.770
H 0.884 -0.678 3.775
H -2.180 3.156 0.604
H -1.376 4.042 3.390
H -2.410 3.147 5.046
H -2.951 -1.062 5.426
H -3.376 3.642 1.825
H 0.780 2.831 2.747
H -2.145 4.773 1.264
H -5.371 1.911 -1.864
H -3.924 -1.884 1.962
H 3.625 -3.517 2.442
H 0.120 2.690 1.110
H -0.389 -1.024 1.733
H 1.740 -1.328 -3.729
H 3.187 -1.517 3.830
H -2.537 -1.545 0.941
H -3.143 1.201 6.354
H -3.527 2.057 -0.220
H -2.837 -3.191 1.506
H -0.706 -3.540 2.690

## Properties
Kohn-Sham gap: 6.52 eV
Net charge: +3
Energy relative to the best compared isomer or geometry (same formula, charge and spin): 48.5 kcal/mol
Strongest force on any atom: 0.0101 hartree/bohr

Density functional theory data (ωB97M-V/def2-TZVPD) for N2O10SSr as an isolated structure at a distorted geometry.

CARTESIAN COORDINATES (ANGSTROEM)
Sr 0.171 -0.715 0.712
S -0.305 2.443 -0.418
O 0.667 1.364 -0.109
O 0.103 3.266 -1.548
O 0.651 0.586 -3.494
O 0.072 -2.966 3.039
O -1.429 -1.665 2.650
O -0.194 3.339 0.775
O 1.434 -0.595 -1.866
O 2.006 -1.033 -3.927
O -1.822 -3.139 4.208
O -1.690 1.949 -0.430
N -1.036 -2.513 3.479
N 1.372 -0.318 -3.071

## Properties
Kohn-Sham gap: 5.08 eV
Net charge: -2
Energy relative to the best compared isomer or geometry (same formula, charge and spin): 23.4 kcal/mol
Strongest force on any atom: 0.1190 hartree/bohr

Density functional theory data (ωB97M-V/def2-TZVPD) for a 2-piece molecular cluster, C11H13BrClFN3OP overall.

CARTESIAN COORDINATES (ANGSTROEM)
Br -3.144 0.466 1.340
Cl 2.843 -2.684 3.149
P 3.758 -1.627 1.655
F -0.941 1.522 -5.987
O 3.879 -2.738 0.506
N 2.288 -0.796 1.061
N 0.685 -0.125 -0.242
N 0.475 0.714 -2.392
C 0.542 0.581 0.945
C -0.100 -0.026 -1.463
C -1.285 -0.703 -1.564
C -1.612 1.302 2.197
C 1.552 0.155 1.750
C 1.732 -0.929 -0.149
C -1.398 0.176 -3.783
C -1.955 -0.586 -2.782
C -0.182 0.816 -3.548
C -0.509 1.620 1.165
C -1.186 0.464 3.389
H -0.757 -0.494 3.091
H 3.102 -3.297 0.365
H 0.208 1.415 -4.369
H 2.063 -1.561 -0.957
H -1.965 2.262 2.570
H -0.487 1.018 4.022
H -1.829 0.336 -4.772
H -0.961 1.887 0.210
H -1.664 -1.298 -0.745
H -0.001 2.522 1.522
H -2.061 0.239 4.000
H 1.804 0.472 2.749
H -2.895 -1.101 -2.931

## Properties
Kohn-Sham gap: 5.72 eV
Strongest force on any atom: 0.0097 hartree/bohr

Density functional theory data (ωB97M-V/def2-TZVPD) for C4H3N in the gas phase at a distorted geometry.

CARTESIAN COORDINATES (ANGSTROEM)
N 1.576 -1.274 1.900
C 1.108 -0.802 0.956
C -1.869 0.734 -0.374
C -0.769 0.256 -0.291
C 0.640 -0.151 -0.267
H 1.220 0.777 -0.370
H 0.899 -0.780 -1.125
H -2.807 1.240 -0.429

## Properties
SMILES: C#CCC#N
Kohn-Sham gap: 11.47 eV
Energy relative to the best compared isomer or geometry (same formula, charge and spin): 8.1 kcal/mol
Strongest force on any atom: 0.0201 hartree/bohr